C50H50Br4N3O5S3Tl | the ωB97M-V functional and the def2-TZVPD basis

Its largest force on an atom is 0.03538 Eh/bohr. Its spin multiplicity is 1. As for the net charge: -2. The molar mass comes out at 1393.2 g/mol. The HOMO-LUMO gap comes out at 5.586 eV. The calculation puts the energy relative to the best compared isomer or geometry (same formula, charge and spin) at 1.1311 eV.

Each line ends with the Löwdin charge.
Cartesian coordinates (Å):
Tl 11.57463 -5.35606 17.93095  0.843
Br 15.75202 -3.77318 12.50438  0.663
Br 14.07161 -6.44083 11.38748  0.630
Br 14.97470 -2.52736 15.50704  0.778
Br 11.64964 -7.75438 13.42629  0.758
S 9.79920 -7.38263 18.24672  0.742
S 7.50072 -2.07284 17.30950  0.492
S 9.27254 -4.09096 15.89039  0.635
O 7.88684 -2.14506 14.79983  -0.300
O 11.51165 -6.16321 15.94558  -0.259
O 12.76427 -4.00638 16.77448  -0.205
O 13.17365 -6.90225 18.60689  -0.295
O 10.46453 -4.45723 19.58573  -0.231
N 9.12332 -7.58021 20.83858  0.027
N 11.31091 -8.06492 20.29526  0.009
N 13.67492 -4.41604 19.85122  0.175
C 16.01900 -8.92157 22.01638  -0.122
C 10.88971 -0.44391 18.04344  -0.068
C 13.24214 -3.39283 20.55953  -0.271
C 8.18560 -3.36651 20.85713  -0.035
C 15.72049 -9.25217 15.09266  -0.107
C 9.54421 -3.90111 22.74428  -0.046
C 14.58830 -6.82438 18.50324  -0.436
C 14.82775 -4.32464 19.18483  -0.272
C 11.64239 -10.47038 23.23276  -0.260
C 13.08415 -4.50852 15.60833  -0.422
C 10.92519 0.62382 18.93468  -0.102
C 11.23325 -9.92573 21.86620  -0.184
C 15.61878 -3.16975 19.28473  -0.040
C 9.45949 -3.51709 21.42158  -0.154
C 13.73667 -5.69790 13.11851  -0.735
C 5.82713 -8.29290 20.91033  -0.273
C 15.28964 -9.56319 21.02220  -0.102
C 13.90486 -2.16956 20.60958  -0.020
C 7.06519 -3.48122 21.63433  -0.107
C 16.68728 -8.61785 15.83679  -0.102
C 10.85441 -9.88882 24.43469  -0.110
C 11.98538 -3.62810 21.33390  -0.062
C 15.19602 -5.42369 18.23952  -0.061
C 11.68993 -8.46246 21.60720  -0.188
C 16.34872 -7.59982 21.84615  -0.100
C 15.11723 -2.06925 19.96147  -0.070
C 14.38443 -9.15599 15.45440  -0.092
C 10.72232 -0.89882 20.79587  -0.050
C 12.69072 -6.25283 13.89329  -0.640
C 10.73619 -1.97964 19.88432  -0.133
C 10.81346 0.38683 20.30265  -0.111
C 12.38226 -5.71208 15.13908  -0.454
C 14.09796 -4.01076 14.80894  -0.675
C 15.95946 -6.87735 20.71457  -0.007
C 7.91846 -6.79449 20.58721  -0.183
C 6.77533 -7.26406 21.52359  -0.193
C 15.17990 -7.49637 19.74037  -0.120
C 15.00426 -7.68338 17.27563  -0.132
C 6.50770 -9.59498 20.51086  -0.119
C 14.88748 -8.86014 19.90577  -0.030
C 10.66554 -3.41743 20.46859  -0.457
C 14.44892 -4.59516 13.56824  -0.783
C 10.09881 -7.68353 19.91366  -0.746
C 16.34091 -7.82210 16.91284  -0.035
C 8.39273 -4.11589 23.52098  -0.093
C 8.41558 -2.60452 13.57555  -0.182
C 8.22450 -2.77396 15.96615  -1.350
C 7.13582 -3.86884 22.96202  -0.129
C 14.02603 -8.38147 16.53273  -0.018
C 10.81781 -1.73540 18.52296  -0.040
H 11.68957 -10.51925 21.06031  0.117
H 10.82543 1.23842 20.97323  0.087
H 6.21464 -6.37251 21.84339  0.094
H 13.59502 -9.65390 14.91124  0.077
H 6.22057 -3.94381 23.58064  0.100
H 11.01784 1.64133 18.57460  0.087
H 10.79966 -2.56443 17.81448  0.065
H 16.30026 -5.46602 18.21641  0.124
H 10.15248 -9.97119 21.72134  0.099
H 16.57030 -3.09480 18.74649  0.110
H 5.08219 -8.51478 21.66859  0.092
H 8.21316 -5.74348 20.74267  0.099
H 17.07657 -7.28351 17.45203  0.097
H 12.02442 -4.68265 21.65933  0.129
H 17.71901 -8.72815 15.52650  0.092
H 12.71395 -10.24544 23.36631  0.102
H 9.51827 -2.68913 13.62080  0.062
H 16.37741 -9.45651 22.88137  0.088
H 7.20186 -7.69799 22.45293  0.110
H 6.08556 -3.26384 21.17216  0.115
H 8.45148 -4.42662 24.55361  0.083
H 12.77033 -8.41323 21.66992  0.110
H 10.92231 -8.79815 24.46194  0.062
H 11.53032 -11.54980 23.23369  0.093
H 7.23650 -9.43334 19.70674  0.068
H 10.50270 -4.05107 23.21175  0.092
H 15.68951 -1.13853 19.98636  0.104
H 12.07802 -7.78883 19.62609  0.094
H 16.94887 -7.14497 22.61804  0.090
H 14.87415 -5.08959 17.24334  0.109
H 9.40243 -7.62486 21.81332  0.123
H 11.99640 -2.95226 22.19340  0.108
H 16.03525 -9.80825 14.21112  0.095
H 10.99518 -0.29033 16.96031  0.119
H 10.61218 -1.07233 21.85138  0.108
H 7.64220 -6.91344 19.53240  0.086
H 7.06394 -10.04814 21.34789  0.067
H 5.77931 -10.35546 20.18332  0.066
H 15.02796 -10.59821 21.09648  0.091
H 8.04030 -3.61515 13.29851  0.079
H 14.28783 -9.31894 19.11118  0.130
H 12.98802 -8.25770 16.77269  0.104
H 9.80876 -10.22018 24.42932  0.067
H 8.12780 -3.13162 19.78306  0.075
H 11.31623 -7.75967 22.35951  0.112
H 11.27294 -10.27238 25.38250  0.064
H 5.38239 -7.81380 20.02014  0.116
H 16.22663 -5.82527 20.67181  0.107
H 8.10378 -1.83870 12.85515  0.077
H 13.48046 -1.25198 21.07200  0.120

***

C50H50BrF2N4O26PS | the ωB97M-V functional and the def2-TZVPD basis

Its SMILES is CC(C)C[C@@H](C)COc1c2c(c(C[C@@H](C)F)c(P(O)Br)c1S(=O)(=O)F)C(=O)N(CC(N)(N)N)C2=O.O=C1C=C(O)C(=O)C=C1O.O=C1C=C(O)C(=O)C=C1O.O=C1C=C(O)C(=O)C=C1O.O=C1C=C(O)C(=O)C=C1O.O=C1C=C(O)C(=O)C=C1O. Its largest force on an atom is 0.04044 Eh/bohr. Its spin multiplicity is 1. As for the net charge: 0. The molar mass comes out at 1303.9 g/mol. The HOMO-LUMO gap comes out at 7.491 eV.

Each line ends with the Löwdin charge.
Cartesian coordinates (Å):
Br -5.90197 -2.99889 -2.31127  0.416
S -2.54677 -2.24783 1.74560  0.622
P -4.12703 -2.69146 -0.99628  0.644
F -3.37791 -3.53406 1.44200  -0.196
F -3.91790 1.24587 -3.51835  -0.053
O 9.08788 -11.25998 3.36541  0.109
O 2.36071 0.78746 6.18142  0.114
O -0.41270 -5.11694 -5.11135  0.120
O 4.34612 0.56524 4.42884  0.079
O -2.60772 -2.10287 3.14306  -0.215
O 7.61389 -2.50963 4.00288  0.124
O -2.86726 -2.60065 -2.08838  -0.362
O 7.51823 -8.86137 -0.34680  0.113
O 4.12011 4.73842 7.99389  0.115
O -4.11624 -2.41662 -6.09256  0.084
O -4.60206 6.08184 -3.70081  0.086
O 2.40517 -4.22001 3.71502  0.129
O 6.65717 -7.01406 1.36096  0.105
O 6.06355 4.55956 6.18849  0.110
O -3.62887 -2.49166 -8.70596  0.117
O -4.31603 8.51979 -2.56577  0.116
O -3.28720 3.39638 2.47729  0.152
O -2.39379 0.52048 2.66288  -0.012
O 6.95590 -5.04002 4.47854  0.100
O -1.26369 -2.46923 1.18370  -0.240
O -5.87863 3.10267 -1.24710  0.130
O -6.08727 7.93285 -7.73434  0.119
O 8.15335 -9.45151 5.07758  0.117
O 0.12298 -5.12484 -7.71592  0.111
O -5.73581 10.32946 -6.64445  0.113
O 3.07334 -1.70100 3.16167  0.064
N -1.55016 4.95823 0.50832  0.104
N -4.49567 3.60369 0.51781  0.064
N -2.38288 5.88199 -1.52989  0.085
N -2.27836 3.48501 -1.16744  0.132
C -5.44075 0.24161 -2.07007  -0.131
C 8.52084 -10.30675 2.86641  -0.316
C 2.58057 0.02619 0.07909  -0.058
C 0.62210 1.51464 -0.42585  -0.077
C 5.29694 2.54815 5.23318  0.079
C -1.16650 1.25735 2.46489  -0.126
C -4.65467 0.18744 -0.77882  -0.135
C -5.40691 -0.29025 -4.55806  -0.047
C 3.99725 -2.43517 3.47494  -0.281
C -3.74884 2.88391 1.48508  -0.307
C 8.33668 -10.14523 1.43129  0.074
C -4.51285 1.36450 -0.11263  -0.019
C 3.15564 2.77032 7.17292  0.078
C 1.34511 1.14024 2.03716  -0.125
C 0.25746 -0.50003 3.57046  -0.039
C 4.10961 3.70970 7.15116  -0.238
C -3.33205 -0.87054 0.91617  -0.167
C 5.24070 3.66432 6.16508  -0.316
C -5.64481 8.00013 -6.48422  -0.236
C -2.80269 -3.13897 -7.88819  -0.233
C 1.76463 1.24367 0.56072  -0.392
C 7.71558 -9.05956 0.95392  -0.238
C 7.97806 -9.24244 3.77574  -0.233
C -4.88321 7.04343 -4.39565  -0.298
C 4.34436 1.60720 5.25670  -0.221
C -2.53208 4.77414 -0.53770  -0.627
C 6.03133 -4.30112 4.19499  -0.303
C -4.73850 8.43045 -3.82431  -0.226
C -2.29058 -3.77179 -5.48475  0.084
C -4.57476 0.00265 -3.31105  -0.357
C -1.22370 -4.45115 -5.92663  -0.233
C 5.37604 -1.98956 3.56494  0.075
C 3.68519 -3.87007 3.79002  -0.221
C 0.04364 0.34053 2.31264  -0.329
C -3.14040 -3.06495 -6.42760  -0.291
C -5.36200 6.90932 -5.76034  0.076
C -5.47808 9.38326 -5.92586  -0.316
C 4.64739 -4.73903 4.12584  0.082
C -3.75918 1.44975 1.02457  0.013
C -5.02007 9.51911 -4.55278  0.076
C 7.19643 -7.98342 1.86312  -0.310
C -4.07571 -0.97342 -0.26684  -0.270
C -1.73518 -3.81488 -8.32993  0.076
C 7.35993 -8.15546 3.29681  0.076
C -5.07106 2.73435 -0.42152  -0.327
C 3.19930 1.66626 6.22604  -0.307
C -3.14285 0.35352 1.54529  -0.205
C -0.86933 -4.50507 -7.38515  -0.315
C -3.97193 4.86087 -0.01206  -0.053
C 6.33639 -2.86014 3.90396  -0.222
H -5.47760 5.90902 -6.15299  0.137
H -1.20398 1.91267 1.58859  0.114
H 8.62560 -10.30228 5.14989  0.119
H 1.25353 2.11868 2.52298  0.125
H -4.91889 10.51961 -4.15704  0.137
H -6.21015 8.85687 -8.02471  0.122
H -1.42853 5.93819 0.72161  0.087
H 8.09500 -3.32002 4.25692  0.121
H -4.30970 -2.08914 -8.13462  0.120
H 0.43082 0.17039 4.41591  0.084
H 0.27281 -5.51403 -5.68132  0.121
H 3.54731 0.04393 4.64954  0.099
H -4.06116 5.60528 0.77690  0.137
H -1.00236 1.91281 3.31930  0.140
H 5.58627 -0.95550 3.35127  0.123
H 3.34934 0.40766 -0.59866  0.077
H 1.91268 -3.41928 3.45228  0.118
H -2.21466 -2.02295 -1.66233  0.056
H -5.77820 1.26793 -2.20121  0.104
H 8.71637 -10.92530 0.78681  0.135
H -6.43915 -0.01767 -4.33578  0.084
H -0.57239 -1.16339 3.80062  0.062
H 7.05248 -8.00684 -0.41805  0.119
H -4.59618 5.23249 -0.82178  0.118
H 4.43698 -5.77448 4.35269  0.138
H -6.34658 -0.35589 -2.06978  0.075
H 2.13643 0.58935 2.53961  0.080
H 1.98729 -0.66922 -0.51448  0.078
H 1.01002 1.32239 -1.43028  0.081
H -1.48044 -3.87395 -9.37855  0.136
H 1.14193 -1.13259 3.45544  0.047
H -1.54359 5.66322 -2.05338  0.077
H -0.65745 4.56710 0.23734  0.060
H -4.16750 7.61124 -2.24811  0.087
H -2.55415 -3.72299 -4.43643  0.118
H 3.11711 -0.47324 0.88268  0.057
H 6.12473 2.51731 4.53871  0.136
H 6.96682 -7.37978 3.93956  0.111
H -0.14022 -0.27951 1.43331  0.111
H -5.31818 -1.36040 -4.75038  0.021
H -1.35572 3.43791 -1.57168  0.072
H -2.99137 3.29548 -1.86236  0.086
H -0.24360 0.86518 -0.30772  0.071
H 4.90972 5.26387 7.76436  0.120
H 2.43029 2.10752 0.48554  0.125
H 0.36460 2.57162 -0.38945  0.049
H -3.77608 -0.71199 -3.13332  0.107
H -3.16368 5.83488 -2.17655  0.017
H -5.04378 0.33478 -5.36865  0.085
H 2.33596 2.79367 7.87697  0.137